[1]
23
Properties=species:S:1:pos:R:3:forces:R:3:lowdin_charge:R:1 method="wB97M-V/def2-TZVPD" homo_ev=-12.72 total_charge=+1 homo_lumo_gap_ha=0.286 total_energy_ev=-7961.311 largest_force_ev_per_a=4.11 de_lowest_ev=4.1213 lumo_ev=-4.93
H 1.9837 1.7796 1.1574 0.0 0.0 -0.5 0.08
H -0.0585 -0.7792 -0.8659 1.1 -0.2 -0.5 0.13
H -0.6224 -1.0319 1.9560 0.8 0.3 -0.6 0.09
C -0.6885 -0.2439 1.1835 1.3 1.3 1.2 0.18
H -0.0873 1.9520 -3.2294 0.0 -0.1 0.5 0.09
H -0.4956 2.7842 -1.7517 0.3 -0.7 0.4 0.09
N -3.0395 -2.9559 0.5314 -0.2 0.3 -0.2 0.03
H -1.0677 1.0936 -2.0891 -0.5 0.3 0.0 0.07
H 3.2140 0.5343 1.4739 -0.2 0.0 0.1 0.11
C 1.4501 -0.2700 0.5566 -0.7 -0.5 2.0 -0.10
H 1.7154 -1.2959 0.8453 -0.7 0.1 -0.1 0.15
C -0.2344 1.7878 -2.1431 -0.3 -0.3 -1.9 -0.09
H 1.6993 0.6679 2.4379 0.5 -0.3 -0.4 0.11
H 1.7339 0.6332 -2.2223 -0.9 -0.1 0.1 0.15
H -2.5043 -3.4595 -0.1536 0.1 -0.3 0.4 0.01
H 1.5733 1.8899 -1.0026 -0.7 -1.3 -0.8 0.14
H -2.9449 -3.1810 1.5139 0.2 0.0 -0.5 0.02
C 0.9603 1.0741 -1.5541 1.2 2.5 3.1 -0.20
H -3.1295 -1.9824 0.2908 -0.2 -0.1 0.3 -0.01
H -0.7466 0.7668 1.6260 0.1 -0.6 -0.4 0.09
H -1.4898 -0.4926 0.5420 -0.5 0.0 -1.0 0.02
C 0.6408 -0.0093 -0.5215 -0.5 -0.6 -1.5 -0.10
C 2.1384 0.7383 1.4184 0.0 0.2 0.3 -0.05

[2]
20
Properties=species:S:1:pos:R:3:forces:R:3:lowdin_charge:R:1 method="wB97M-V/def2-TZVPD" homo_ev="-0.54 / -0.54" total_charge=-2 homo_lumo_gap_ha="0.181 / 0.180" multiplicity=5 total_energy_ev=-190693.777 largest_force_ev_per_a=0.17 de_lowest_ev=0.0000 lumo_ev="4.38 / 4.37"
Cr -0.9922 0.6021 -1.0283 -0.1 0.0 -0.1 0.32
H 2.0211 -1.9468 3.2530 0.0 0.0 0.0 0.10
C 1.2648 -0.7733 0.1893 0.0 0.0 0.0 -0.15
O -2.1504 0.9527 0.6531 0.0 0.0 0.0 -0.14
C 1.9996 -1.4078 1.1757 0.0 0.0 0.0 0.00
C -0.4360 -0.2534 1.6965 0.0 0.0 0.0 -0.15
C 1.4695 -1.4551 2.4599 0.0 0.0 0.0 -0.06
Te -2.8090 -0.2431 -3.0221 0.0 -0.1 0.0 0.11
C 0.2387 -0.8682 2.7354 0.0 0.0 0.0 0.00
O -2.3416 0.5398 2.8647 0.0 0.0 0.0 0.02
O 0.7894 0.0679 -1.9423 0.0 0.0 0.0 -0.14
H 2.9559 -1.8399 0.9164 0.0 0.0 0.0 0.11
C -1.7780 0.4759 1.7767 0.0 0.0 0.0 -0.60
Se -0.6500 3.1021 -4.0156 0.1 -0.1 -0.1 -0.42
Se -2.3605 2.2532 -2.6287 0.0 0.0 0.0 -0.25
O 2.7434 -1.0286 -1.6415 0.0 0.0 0.0 0.02
C 1.6629 -0.5776 -1.2758 0.0 0.0 0.0 -0.60
N 0.0861 -0.2353 0.4755 0.0 0.0 0.0 0.05
H -0.2065 -0.8690 3.7204 0.0 0.0 0.0 0.11
Te -1.5072 3.5046 -6.3622 -0.1 0.1 0.1 -0.32

[3]
93
Properties=species:S:1:pos:R:3:forces:R:3:lowdin_charge:R:1 method="wB97M-V/def2-TZVPD" homo_ev="-15.28 / -15.28" total_charge=+3 homo_lumo_gap_ha="0.121 / 0.121" total_energy_ev=-115967.587 largest_force_ev_per_a=4.89 lumo_ev="-12.00 / -12.00"
H 3.2224 0.6578 1.5587 0.1 0.1 0.0 0.02
C -0.7206 -1.3712 -4.4916 0.3 0.0 -0.6 -0.15
C 0.5071 0.8801 -4.4585 1.6 -1.5 1.4 -0.11
H -0.6989 -2.4244 -4.1882 -0.4 0.5 0.1 0.13
H 2.8587 -2.3849 -4.9248 -0.4 -0.1 -0.3 0.06
H -3.7058 -1.1252 0.7728 -0.1 0.1 -0.3 0.02
C 2.7287 -1.3103 3.4797 0.7 0.0 -0.3 -0.12
P -2.7078 -0.3069 -1.3156 -1.7 -0.3 -0.8 0.74
Lu 0.1893 -0.1597 -1.6087 -0.8 0.8 4.8 1.09
H 5.8135 -2.3796 2.3664 -0.7 0.3 0.0 0.13
C 0.8491 2.0322 5.6377 -0.1 -0.1 0.0 -0.06
H 4.4735 -2.6660 0.2607 -0.2 -0.1 0.5 0.11
H -3.0681 -1.0951 2.8470 0.0 -0.4 -0.1 0.09
C 2.6138 -2.0429 1.1651 0.7 0.6 0.2 -0.19
H -1.8764 -0.5647 4.7178 0.0 0.0 0.1 0.08
H 3.4781 0.4881 -2.6333 0.3 0.3 0.5 -0.01
C 0.9261 1.3388 4.4219 -0.4 0.1 0.2 -0.18
H 1.5902 1.2377 -4.6442 -1.5 -0.9 0.3 0.17
H 0.3024 -3.7890 2.4209 -0.5 0.1 0.0 0.10
C -1.1942 3.6369 -0.7130 0.0 -0.1 0.1 -0.28
C -1.1076 0.1560 4.9593 0.0 0.4 0.3 -0.12
C -0.0654 0.4105 4.0748 0.1 0.0 -0.6 -0.36
H -3.6033 1.9477 -1.6888 0.0 -0.3 -0.2 0.04
C 0.2035 3.3742 1.6509 0.6 -0.1 0.1 -0.25
H 1.2122 -3.2712 -5.1536 0.5 0.9 0.2 0.10
H -2.6836 -2.6569 -1.9335 -0.2 0.0 -0.1 0.05
C -1.5524 -0.9546 -5.5431 0.1 0.3 1.2 0.05
H 1.2492 3.4809 1.3622 -0.1 0.1 0.1 0.00
H -2.0161 0.6370 6.8612 0.4 0.1 -0.3 0.12
H -4.3419 -2.0152 -2.0798 0.5 0.2 -0.1 0.07
H 4.3872 1.7583 0.7766 -0.3 0.0 -0.1 0.08
C -3.5290 -3.2132 2.9331 0.3 0.1 0.0 -0.07
H 4.2691 -0.0418 -1.1198 -0.2 0.2 -0.2 0.05
C 3.8106 0.8192 -1.6326 0.1 -0.1 -0.2 -0.29
H 2.2666 -0.9554 4.3997 0.0 0.1 -0.3 0.10
C 4.0993 -1.6175 3.4994 0.2 -0.2 -0.3 -0.04
H 4.5681 1.6211 -1.7291 -0.3 -0.5 0.0 0.06
H 2.9435 2.4199 1.5792 0.1 -0.2 0.0 0.04
H 0.5544 1.3271 -3.0884 -0.7 0.5 -3.9 0.14
H -3.1020 -1.6556 -3.3351 -0.1 -0.1 0.4 0.02
H -2.7152 3.2790 1.5700 0.3 -0.3 0.0 0.08
H -3.6845 -5.3674 3.0385 0.2 0.2 0.0 0.12
H 1.8207 3.3285 -2.0489 0.2 0.2 0.1 0.02
C -2.2495 2.2820 1.5231 -0.4 -0.5 -0.1 -0.27
H -4.1103 0.5759 0.4946 0.0 -0.4 -0.2 0.03
Sb 0.0052 -0.6045 2.0867 0.4 -1.5 1.4 1.43
H 3.5094 3.4550 -1.4755 -0.3 0.0 0.1 0.06
H 1.6082 2.7861 5.8637 -0.2 -0.3 0.0 0.12
H -4.6041 -3.0454 3.0274 0.3 -0.1 0.2 0.12
H -2.0469 3.3215 -1.3226 0.2 0.2 0.0 0.01
C -1.2991 -2.3159 2.5519 0.4 0.2 0.1 -0.39
C -1.6377 -4.7111 2.7410 0.1 0.2 0.0 -0.06
H 2.0248 -2.2736 0.2731 0.1 0.1 0.0 0.07
H -2.9692 1.5898 1.0833 0.1 0.3 0.3 -0.02
C 0.3754 -0.5899 -4.0749 0.7 -0.5 -0.7 -0.78
C -3.0130 -4.5172 2.9220 0.3 0.5 -0.2 -0.05
C 1.8535 -2.3862 -5.3631 0.7 -1.7 -2.9 -0.26
C 3.9893 -2.3047 1.1756 0.1 -0.3 0.1 -0.09
H 2.3887 -1.0239 -6.8954 -0.5 0.1 0.2 0.09
C 4.7409 -2.1215 2.3530 -0.4 0.2 -0.2 -0.05
P 2.4169 1.4746 -0.5961 1.4 -0.1 -1.1 0.72
H -4.9774 -0.6706 -0.3934 0.6 0.0 -0.3 0.08
C -0.7719 -3.6150 2.5590 -0.4 -0.2 -0.1 -0.12
H 4.6902 -1.4306 4.4009 -0.3 -0.2 -0.2 0.12
H -0.2535 2.3249 7.4992 0.0 -0.3 -0.6 0.13
H -1.2302 -5.7252 2.7138 -0.1 0.4 0.1 0.12
H -1.9250 0.6093 -7.0110 0.5 -0.2 0.3 0.15
H -4.3894 0.7666 -2.7746 0.3 0.0 0.2 0.07
H -1.4543 4.5437 -0.1499 0.0 -0.2 -0.4 0.06
C -2.6675 -2.1135 2.7859 0.0 -0.3 -0.2 -0.19
H -2.0358 1.9381 2.5484 0.0 0.1 -0.4 0.04
H -0.3360 3.8363 -1.3640 -0.2 0.1 0.0 0.02
C 2.0189 -1.4580 2.2861 -1.1 -0.1 0.3 -0.42
H -2.4150 -1.5645 -5.8423 0.5 0.1 -0.1 0.16
C 3.3233 1.5850 0.9868 -0.3 -0.2 0.4 -0.23
H -2.7286 1.3538 -3.1133 -0.3 0.0 0.0 0.02
H 0.1693 2.9727 2.6683 0.0 -0.1 -0.2 0.03
H 2.1628 3.9296 -0.4067 0.0 -0.1 -0.2 0.04
C -0.2033 1.7870 6.5409 0.1 -0.2 -0.6 -0.04
H -0.1868 2.1446 -6.1319 -0.2 -0.5 0.1 0.14
C 1.5996 -1.6381 -6.4459 0.4 -0.9 -0.4 -0.05
H 1.7535 1.5172 3.7404 0.0 0.1 0.1 0.08
C -1.1792 0.8436 6.1854 0.2 0.1 0.0 -0.05
C -3.4329 1.0651 -2.3201 0.3 0.1 -0.1 -0.26
C -3.9863 -0.3951 0.0032 0.1 0.1 0.9 -0.24
H 0.6930 -1.8347 -7.0434 0.5 0.4 0.4 0.08
H -0.2544 4.3731 1.6677 0.0 -0.3 -0.1 0.07
C -3.2764 -1.7953 -2.2584 0.4 -0.2 -0.2 -0.27
C -0.3367 1.1599 -5.6679 -1.3 1.1 0.6 0.03
P -0.7341 2.3037 0.4793 -0.6 1.2 -0.2 0.65
S 1.6446 -1.3868 -3.1968 -1.0 1.2 1.8 0.71
C -1.3061 0.2982 -6.1577 0.6 1.2 0.1 -0.01
C 2.4783 3.2216 -1.1786 -0.3 0.0 -0.1 -0.26

[4]
8
Properties=species:S:1:pos:R:3:forces:R:3:lowdin_charge:R:1 method="wB97M-V/def2-TZVPD" homo_ev=-15.22 total_charge=+1 homo_lumo_gap_ha=0.249 total_energy_ev=-31139.006 largest_force_ev_per_a=2.13 de_lowest_ev=2.8434 lumo_ev=-8.45
H 0.5707 0.1780 0.4187 0.2 -0.2 -0.1 0.15
C -0.6047 -0.3854 -1.3134 -0.4 0.0 0.0 -0.63
C 0.1130 -0.6902 -0.0645 0.4 0.0 -0.2 -0.24
Cl 0.0814 0.2852 -2.6511 -0.3 -0.3 0.5 1.03
C -2.9599 -0.4177 -0.7294 -2.0 0.1 0.6 0.29
N 0.1730 -1.8046 0.5262 0.4 -0.2 0.9 -0.35
N -1.9073 -0.5979 -1.2264 1.7 0.0 -1.3 0.02
Cl -0.4413 -3.2676 -0.0123 -0.1 0.6 -0.4 0.73

[5]
68
Properties=species:S:1:pos:R:3:forces:R:3:lowdin_charge:R:1 method="wB97M-V/def2-TZVPD" homo_ev=-11.35 total_charge=+1 homo_lumo_gap_ha=0.252 total_energy_ev=-69383.731 largest_force_ev_per_a=3.95 de_lowest_ev=4.6686 lumo_ev=-4.49
C 0.2077 -5.5467 2.2292 0.2 -0.4 -0.7 -0.34
N -3.1512 -2.8429 3.0599 2.3 -0.9 0.5 -0.15
C 1.0769 -0.4165 3.6745 0.0 1.2 0.2 -0.16
C -0.5572 4.5730 -5.7357 -0.1 -0.9 -0.4 -0.30
H -4.5375 5.2736 -4.1651 0.2 -0.3 -0.2 0.12
H 3.7885 3.5066 1.0313 0.2 0.2 -0.3 0.11
H 4.5309 4.6368 -2.2707 0.0 0.0 0.0 0.14
H -3.2881 -4.7290 -0.1298 0.3 0.1 1.7 0.09
H -0.7487 7.7008 -4.2611 0.0 -0.1 0.0 0.14
C -1.0261 6.7183 -4.6217 -0.4 0.0 0.2 0.08
C 0.7464 -0.3981 2.0754 2.2 -0.1 -0.5 -0.18
C -1.7656 -2.6248 3.6907 -0.8 -0.5 -0.3 -0.26
C 0.1676 -4.0640 2.9431 2.3 -0.7 -0.9 -0.18
H 3.2536 -2.1312 2.4974 -1.4 -0.2 -1.6 0.10
H 0.5800 0.7184 1.7124 0.0 -2.6 0.8 0.11
C 3.0246 3.3746 -3.2348 0.8 0.8 -0.7 -0.29
C 3.4842 3.4766 -0.8408 1.2 0.9 1.1 -0.20
O 2.5764 -2.2553 1.7579 0.6 2.1 1.0 -0.16
H 1.8962 -1.0319 0.1477 0.8 0.5 2.6 0.14
C -0.0747 -1.0584 4.6390 1.5 1.5 1.8 -0.18
C -2.4148 6.2876 -4.3981 -0.1 1.1 0.5 -0.31
C 0.1101 -5.3498 0.5752 0.3 -0.3 -0.3 -0.11
O -4.5829 -2.3689 0.6146 2.1 -0.2 1.6 -0.32
C -0.1562 5.9202 -5.2438 1.7 1.0 -0.1 -0.21
C 2.1482 -0.8891 1.3059 -0.6 -0.3 -0.5 -0.21
H 3.0263 -0.1334 1.4817 -1.9 -1.4 -0.5 0.13
H 0.4012 -1.9816 5.1978 -1.6 1.6 -1.4 0.14
H -0.3685 -4.3306 0.2581 0.8 -1.9 0.8 0.05
H 0.8921 1.2270 -1.5513 0.0 0.0 0.0 0.13
H -0.5211 -6.1986 0.0578 1.2 1.6 1.2 0.09
C 1.6713 1.9525 -1.7485 0.1 0.0 0.7 0.07
H 0.1922 -3.2735 2.0798 -0.3 -1.3 1.9 0.09
S -2.4990 0.0153 3.5795 0.2 0.2 0.1 0.85
O 1.1514 6.3171 -5.4552 -1.7 -1.3 0.0 0.08
H -4.5454 -1.3662 0.5692 0.1 -1.7 0.1 0.06
O -4.1083 4.5219 -4.6290 1.6 1.2 0.1 0.08
H -0.0791 -1.1426 1.7143 1.4 1.5 0.9 0.08
H 1.6279 2.3647 -4.8525 -0.2 -0.1 0.1 0.10
O -3.0792 -4.6820 0.8565 -1.2 3.1 -0.1 -0.32
P -3.0589 -2.9658 1.2841 -0.4 0.0 -2.2 0.90
O 3.2676 3.7328 -4.3818 -0.5 -0.5 0.9 0.12
N -0.9486 -3.8718 3.9455 -1.2 2.9 0.2 0.02
N -1.4063 -1.3319 3.9815 -0.4 -3.7 -1.3 -0.37
O -3.2407 7.0044 -3.8429 0.4 -0.8 -0.4 0.11
H 1.1922 -5.3862 0.0996 -2.2 0.1 1.0 0.09
C -1.9396 4.1331 -5.4904 0.4 -0.1 -0.1 0.08
H -2.2128 3.1448 -5.8372 0.0 0.1 0.0 0.14
C 2.4254 2.4601 -0.5921 -0.6 -0.5 0.0 -0.30
O 1.2405 1.9077 -4.0744 1.5 1.1 1.3 0.09
H 1.5789 5.5678 -5.9244 -0.1 0.3 0.2 0.11
H -2.6644 0.1085 2.1816 0.8 -0.9 1.2 -0.09
H 1.2265 0.7221 4.0011 -0.4 -2.6 -0.7 0.13
H 1.2069 -3.9491 3.5193 -2.3 0.0 -1.2 0.14
H -0.2859 -0.2520 5.4939 0.2 -1.9 -1.9 0.15
H -3.6322 -3.6548 3.5073 0.8 0.6 -0.1 0.11
O 2.2052 2.0768 0.5520 0.3 0.4 -0.4 0.06
C 3.7623 3.9000 -2.0753 -0.1 0.0 -0.3 0.09
O 4.1717 3.9681 0.2537 -1.4 -1.2 -0.9 0.08
H -0.5914 -7.6797 2.3463 -0.7 2.3 1.1 0.10
H 1.2884 -6.0109 2.4235 -2.4 1.1 -0.3 0.14
C 1.9469 2.3783 -2.9828 -1.4 -1.1 -1.5 -0.20
O 0.2592 3.8698 -6.3205 -0.2 0.6 0.5 0.10
H -0.7004 -6.7000 3.9755 -0.7 0.1 -2.2 0.08
H -1.9761 -6.3795 2.5035 2.1 -0.3 0.9 0.07
C -0.8766 -6.6243 2.8205 1.0 -0.3 -0.6 -0.11
H -0.5785 -3.9206 4.9234 -0.5 0.4 -1.3 0.13
C -2.8084 4.9300 -4.8652 -1.6 -1.0 0.1 -0.21
H 2.0988 -0.9478 3.9637 -2.3 0.9 -0.9 0.12

[6]
28
Properties=species:S:1:pos:R:3:forces:R:3:lowdin_charge:R:1 method="wB97M-V/def2-TZVPD" homo_ev=-13.33 total_charge=+1 homo_lumo_gap_ha=0.384 total_energy_ev=-15150.420 largest_force_ev_per_a=2.67 de_lowest_ev=0.6895 lumo_ev=-2.89
H 1.5517 2.3165 -2.5116 0.0 0.0 0.0 0.08
H -1.9855 0.3323 0.5149 -0.3 0.0 -0.1 0.10
C -1.8089 -0.6208 1.0152 0.0 0.5 1.3 -0.17
H 2.9336 2.2973 -1.8220 0.0 0.1 -0.2 0.07
H 1.9067 -1.7650 1.4528 0.0 -0.2 -0.1 0.13
H 1.7193 1.3640 -0.1551 -0.2 0.7 0.1 0.10
H 0.3057 -0.2551 -0.3967 -0.5 0.2 0.1 0.13
C 0.7022 -0.2154 0.6128 0.1 -0.1 -1.4 -0.27
H -0.3811 0.0028 2.5296 0.2 0.4 -0.1 0.13
N 1.2143 1.1929 0.7326 -0.2 -0.9 0.5 0.21
H 1.8871 -1.8118 -0.3102 -0.2 0.0 -0.3 0.14
H -1.7093 -2.6956 0.3394 -0.8 -0.3 0.5 0.12
C 1.9201 -1.1526 0.5458 0.6 -0.1 1.4 -0.16
H 0.4522 1.8375 0.9028 -0.1 0.2 -0.3 0.17
C -0.3746 -0.5861 1.6104 -0.9 -0.3 -0.6 -0.13
H -3.1900 -1.7201 -0.2227 -0.2 -0.4 0.2 0.12
O -1.3230 -1.4048 -1.1212 0.3 -0.2 0.2 -0.11
H 1.8470 1.2165 1.5226 0.4 0.3 0.1 0.16
H 3.7238 -0.6055 -0.1120 0.1 -0.3 -0.2 0.10
H -2.4849 2.5319 -1.3044 -0.7 0.1 -0.4 0.03
H -3.1564 1.7680 -2.5419 -0.4 0.5 0.2 0.04
H -0.2020 -1.5820 1.9576 0.5 -0.8 0.3 0.11
O -2.3931 1.8467 -1.9705 1.0 -0.5 0.2 -0.06
H -2.4511 -0.6498 1.9033 -0.2 -0.1 -0.3 0.12
C -2.1422 -1.7438 0.0496 1.8 1.4 -1.4 -0.17
O 3.1211 -0.3921 0.5975 -0.1 0.3 0.0 -0.05
H -1.7602 -1.3621 -1.9698 -0.6 -0.2 0.1 0.08
O 2.0775 1.8561 -1.8489 0.1 -0.1 0.3 -0.03

[7]
26
Properties=species:S:1:pos:R:3:forces:R:3:lowdin_charge:R:1 method="wB97M-V/def2-TZVPD" homo_ev=-5.28 total_charge=-1 homo_lumo_gap_ha=0.321 total_energy_ev=-31321.359 largest_force_ev_per_a=4.80 de_lowest_ev=0.7970 lumo_ev=3.44
H 1.7497 -2.1042 0.6975 1.5 0.6 2.6 -0.04
H 1.8686 0.5481 -1.2469 0.8 -1.5 0.2 0.07
O -3.4356 0.9635 -0.7704 -0.7 0.2 -1.0 -0.33
C -0.9144 -1.7695 1.9018 0.1 0.6 -0.3 -0.18
H -1.2528 0.1928 -1.6638 0.3 -0.2 -2.4 0.07
H 0.9977 -3.3850 -0.1545 0.0 0.2 -0.2 0.01
S -2.4951 0.2474 0.0416 -0.7 2.6 0.8 0.36
H 1.5986 -1.9028 -0.8841 1.1 0.5 -2.5 -0.04
H 1.5274 3.1780 0.0767 -0.2 1.3 0.4 0.05
H -0.4093 2.3581 -0.1651 0.5 -2.0 -0.8 0.15
O -2.2837 0.8830 1.3193 -0.2 0.1 1.2 -0.35
C 1.1037 -2.2944 -0.0707 -2.9 -0.6 -0.3 -0.24
H -1.2486 -0.8243 2.3034 0.2 0.7 0.0 0.01
C 0.0800 1.2879 -0.2715 -3.0 1.1 1.8 -0.27
Si -0.7503 -1.5688 0.0206 1.4 -2.9 -1.2 0.49
H 0.0502 -2.0020 2.3425 -0.1 -0.4 0.2 0.01
C 2.2067 2.6025 -0.4958 -0.9 -2.3 -0.9 -0.08
C -0.9136 0.1847 -0.6815 0.8 0.3 1.4 -0.40
H -1.7476 -2.3689 2.2261 0.0 -0.9 0.0 0.02
H 2.8567 2.0976 0.1423 1.3 -0.4 1.6 0.04
H -1.1530 -2.5099 -1.2254 0.0 0.6 1.4 0.02
H 1.0020 1.7758 -2.0944 0.2 -0.7 1.2 0.13
C 1.3133 1.4126 -1.0434 0.3 3.6 -3.1 -0.26
H 0.1897 1.0910 0.7923 0.8 -0.1 0.3 0.10
O -2.7820 -1.1971 0.1139 -0.3 -0.8 -0.1 -0.40
H 2.8412 3.1039 -1.2103 -0.3 0.4 -0.4 0.06